[1]
Here is an isolated ion of composition C4H14N6 and charge +2 in a non-equilibrium geometry from the Open Molecules 2025 dataset. Energies are from ωB97M-V/def2-TZVPD.

Properties
DFT total energy	-488.72596	Eh
orbital gap	10.982	eV
SMILES	C[C@H](NC=[NH2+])N/C(N)=N/[NH3+]
ΔE to the lowest compared entry with this formula, charge and spin	0.0	kcal/mol
molecular weight	146.198	g mol⁻¹
total charge	+2
highest occupied orbital energy	-0.6431	Eh

Each line ends with the Löwdin charge.
Cartesian coordinates (Å):
C  2.531  -0.677  0.335  0.004
C  1.037  -0.460  0.327  -0.313
N  0.475  -1.066  -0.974  0.126
C  -0.223  -2.165  -1.077  -0.136
N  -0.563  -2.791  -2.162  0.224
N  0.846  0.932  0.292  0.091
C  -0.377  1.520  0.417  -0.414
N  -0.349  2.840  0.301  0.228
N  -1.364  0.643  0.582  0.041
N  -2.634  1.146  0.986  0.135
H  3.152  -0.067  -0.385  0.130
H  2.760  -1.694  0.300  0.078
H  2.882  -0.205  1.232  0.097
H  0.442  -0.883  1.100  0.140
H  0.610  -0.440  -1.746  0.165
H  -0.528  -2.626  -0.142  0.171
H  -1.209  -3.560  -2.265  0.156
H  -0.245  -2.470  -3.029  0.122
H  1.667  1.347  0.120  0.095
H  0.650  3.151  0.220  0.175
H  -1.152  3.379  0.252  0.099
H  -3.216  0.469  1.574  0.216
H  -3.236  1.535  0.184  0.209
H  -2.569  2.044  1.482  0.160

***

[2]
Here is a 2-piece molecular cluster, C4H14NO overall in a non-equilibrium geometry from the Open Molecules 2025 dataset. Energies are from ωB97M-V/def2-TZVPD.

Properties
DFT total energy	-290.55623	Eh
orbital gap	13.065	eV
ΔE to the lowest compared entry with this formula, charge and spin	11.9	kcal/mol
molecular weight	92.162	g mol⁻¹
total charge	+1
highest occupied orbital energy	-0.5871	Eh

Each line ends with the Löwdin charge.
Cartesian coordinates (Å):
C  -1.698  1.742  -0.257  -0.054
C  -1.451  0.284  -0.542  -0.159
N  0.032  -0.054  -0.455  0.038
C  0.679  0.106  0.913  -0.146
C  1.483  1.397  1.020  -0.054
H  -2.715  2.004  -0.515  0.095
H  -1.015  2.379  -0.829  0.092
H  -1.452  1.962  0.776  0.078
H  -1.923  -0.338  0.209  0.131
H  -1.748  -0.081  -1.517  0.133
H  0.525  0.568  -1.101  0.164
H  0.161  -0.984  -0.854  0.122
H  1.274  -0.787  1.015  0.109
H  -0.093  0.143  1.648  0.120
H  0.988  2.130  1.651  0.086
H  2.477  1.201  1.411  0.087
H  1.701  1.869  0.053  0.088
H  1.337  -2.861  0.154  0.049
H  0.887  -3.850  -0.891  0.067
O  0.692  -2.965  -0.562  -0.045

***

[3]
Here is a 3-piece molecular cluster, C4H14NO overall in a non-equilibrium geometry from the Open Molecules 2025 dataset. Energies are from ωB97M-V/def2-TZVPD.

Properties
DFT total energy	-290.25802	Eh
orbital gap	4.374	eV
ΔE to the lowest compared entry with this formula, charge and spin	199.0	kcal/mol
molecular weight	92.162	g mol⁻¹
total charge	+1
highest occupied orbital energy	-0.5370	Eh

Each line ends with the Löwdin charge.
Cartesian coordinates (Å):
C  -0.818  -1.704  -0.294  0.066
C  0.311  -0.936  -1.089  -0.181
C  0.103  0.594  -1.014  -0.253
C  -1.285  1.127  -1.352  -0.075
N  1.975  0.904  1.368  0.187
H  -0.509  -2.737  -0.105  0.117
H  -0.822  -1.200  0.745  0.095
H  1.274  -1.196  -0.646  0.104
H  0.337  -1.318  -2.110  0.130
H  0.256  0.785  0.094  0.062
H  0.881  1.029  -1.632  0.116
H  -1.713  0.560  -2.170  0.085
H  -1.199  2.153  -1.703  0.084
H  -1.906  1.226  -0.460  0.081
H  -1.732  -1.673  -0.842  0.097
H  2.447  1.534  2.006  0.075
H  2.583  0.090  1.283  0.080
H  1.084  0.656  1.807  0.008
H  -0.864  -0.175  2.690  0.102
O  -0.536  -0.146  1.763  0.020

***

[4]
Here is a 3-piece molecular cluster, C4H14NO overall in a non-equilibrium geometry from the Open Molecules 2025 dataset. Energies are from ωB97M-V/def2-TZVPD.

Properties
DFT total energy	-290.26515	Eh
orbital gap	3.936	eV
ΔE to the lowest compared entry with this formula, charge and spin	194.6	kcal/mol
molecular weight	92.162	g mol⁻¹
total charge	+1
highest occupied orbital energy	-0.5133	Eh

Each line ends with the Löwdin charge.
Cartesian coordinates (Å):
C  0.661  1.628  0.066  -0.069
C  0.749  0.716  1.269  -0.227
C  -0.568  0.080  1.619  -0.254
C  -0.549  -1.380  1.908  0.006
N  -0.655  0.409  -3.365  0.147
H  1.644  1.995  -0.216  0.093
H  -0.001  2.497  0.147  0.110
H  0.247  1.005  -0.756  0.057
H  1.338  1.210  2.055  0.149
H  -1.099  0.664  2.391  0.177
H  -1.165  0.173  0.714  0.119
H  -1.577  -1.686  2.102  0.116
H  -0.184  -1.836  0.894  0.129
H  0.189  -1.635  2.673  0.122
H  0.127  0.694  -3.933  0.050
H  -1.490  0.159  -3.871  0.050
H  -0.419  -0.263  -2.640  -0.005
H  0.827  -2.010  -1.001  0.083
H  1.371  -0.139  0.875  0.139
O  0.356  -1.225  -0.646  0.011

***

[5]
Here is a 3-piece molecular cluster, C4H14NO2 overall from the Open Molecules 2025 dataset. Energies are from ωB97M-V/def2-TZVPD.

Properties
DFT total energy	-365.91985	Eh
spin multiplicity	2
orbital gap (spin up / spin down)	3.181 / 12.367	eV
⟨S²⟩	0.751
ΔE to the lowest compared entry with this formula, charge and spin	20.8	kcal/mol
molecular weight	108.161	g mol⁻¹
total charge	0
highest occupied orbital energy (spin up / spin down)	-0.0960 / -0.4319	Eh

Each line ends with the Löwdin charge.
Cartesian coordinates (Å):
C  -0.233  0.518  -1.096  -0.191
N  -0.406  0.073  0.315  0.015
C  0.965  0.043  0.892  -0.216
C  1.911  -0.148  -0.320  -0.167
C  0.992  -0.252  -1.539  -0.186
H  -1.161  0.420  -1.657  0.117
H  -0.023  1.590  -1.044  0.113
H  -0.834  -0.864  0.323  0.100
H  -1.025  0.745  0.802  0.075
H  1.015  -0.799  1.572  0.077
H  1.144  0.960  1.442  0.093
H  2.515  0.758  -0.416  0.108
H  2.577  -0.992  -0.173  0.102
H  0.749  -1.282  -1.790  0.103
H  1.424  0.189  -2.442  0.114
H  -0.787  -3.247  0.664  0.005
H  -2.284  -3.287  0.214  0.027
O  -1.415  -2.928  0.000  -0.163
H  -0.434  3.262  1.721  0.026
H  -1.904  2.813  1.640  0.023
O  -1.053  2.747  1.176  -0.174

***

[6]
Here is a 3-piece molecular cluster, C4H14NO2 overall in a non-equilibrium geometry from the Open Molecules 2025 dataset. Energies are from ωB97M-V/def2-TZVPD.

Properties
DFT total energy	-365.78497	Eh
orbital gap	11.901	eV
ΔE to the lowest compared entry with this formula, charge and spin	28.7	kcal/mol
molecular weight	108.161	g mol⁻¹
total charge	+1
highest occupied orbital energy	-0.5511	Eh

Each line ends with the Löwdin charge.
Cartesian coordinates (Å):
C  -0.924  -0.826  -1.587  -0.118
N  -0.556  -0.327  -0.263  0.049
C  0.987  -0.246  -0.231  -0.068
C  1.471  -1.253  -1.309  -0.171
C  0.354  -1.496  -2.290  -0.126
H  -1.854  -1.357  -1.651  0.124
H  -1.097  0.032  -2.262  0.133
H  -0.907  -0.846  0.530  0.174
H  -1.017  0.621  -0.143  0.155
H  1.224  -0.513  0.811  0.133
H  1.395  0.707  -0.504  0.123
H  2.321  -0.848  -1.803  0.107
H  1.746  -2.193  -0.772  0.132
H  0.149  -2.593  -2.363  0.128
H  0.501  -0.905  -3.230  0.131
H  -0.294  2.641  3.917  0.066
H  0.184  1.237  4.168  0.065
O  -0.579  1.720  3.833  -0.048
H  -0.452  2.628  1.690  0.045
H  -1.538  1.780  2.146  0.033
O  -1.115  2.038  1.313  -0.067

***

[7]
Here is a 2-piece molecular cluster, C4H14NO2 overall in a non-equilibrium geometry from the Open Molecules 2025 dataset. Energies are from ωB97M-V/def2-TZVPD.

Properties
DFT total energy	-365.75879	Eh
orbital gap	11.651	eV
ΔE to the lowest compared entry with this formula, charge and spin	45.1	kcal/mol
molecular weight	108.161	g mol⁻¹
total charge	+1
highest occupied orbital energy	-0.5405	Eh

Each line ends with the Löwdin charge.
Cartesian coordinates (Å):
C  1.339  -0.930  0.117  -0.068
C  0.045  -0.215  0.285  -0.213
C  -0.355  0.683  -1.035  -0.412
C  0.718  1.534  -1.645  -0.051
O  -1.368  1.510  -0.549  -0.058
N  0.189  0.814  1.525  0.228
H  1.139  -1.945  -0.323  0.114
H  2.110  -0.560  -0.625  0.110
H  1.850  -1.103  1.026  0.070
H  -0.950  -0.837  0.629  0.171
H  -0.766  -0.015  -1.849  0.172
H  1.162  0.787  -2.445  0.133
H  0.325  2.465  -2.015  0.082
H  1.602  1.771  -0.993  0.090
H  -1.717  2.035  -1.291  0.126
H  -0.540  1.535  1.353  0.158
H  0.160  0.318  2.371  0.131
H  1.175  1.163  1.434  0.174
H  -2.608  -3.152  1.884  0.070
H  -1.587  -3.246  0.724  0.074
O  -1.922  -2.612  1.422  -0.103

***

[8]
Here is a 2-piece molecular cluster, C4H14NO2 overall in a non-equilibrium geometry from the Open Molecules 2025 dataset. Energies are from ωB97M-V/def2-TZVPD.

Properties
DFT total energy	-365.26093	Eh
spin multiplicity	2
orbital gap (spin up / spin down)	11.914 / 4.817	eV
⟨S²⟩	0.754
ΔE to the lowest compared entry with this formula, charge and spin	26.2	kcal/mol
molecular weight	108.161	g mol⁻¹
total charge	+2
highest occupied orbital energy (spin up / spin down)	-0.7168 / -0.7168	Eh

Each line ends with the Löwdin charge.
Cartesian coordinates (Å):
O  -2.012  -1.395  0.528  0.322
C  -1.017  -0.911  1.396  -0.042
C  -0.367  0.353  0.758  -0.280
N  0.437  -0.011  -0.466  0.023
C  1.371  1.053  -0.994  0.052
C  0.423  1.056  1.826  -0.024
H  -2.555  -2.123  0.938  0.222
H  -1.413  -0.675  2.395  0.196
H  -0.205  -1.663  1.467  0.217
H  -1.122  1.058  0.408  0.177
H  -0.143  -0.446  -1.202  0.114
H  1.045  -0.801  -0.220  0.183
H  1.813  0.615  -1.889  0.113
H  0.792  1.922  -1.287  0.125
H  2.144  1.155  -0.243  0.110
H  -0.238  1.406  2.628  0.120
H  0.940  1.987  1.594  0.113
H  1.150  0.378  2.293  0.117
H  -0.087  -0.408  -3.791  0.084
H  -0.584  -1.735  -3.171  0.081
O  -0.370  -0.817  -2.969  -0.025

***

[9]
Here is a 3-piece molecular cluster, C4H14NO2S overall in a non-equilibrium geometry from the Open Molecules 2025 dataset. Energies are from ωB97M-V/def2-TZVPD.

Properties
DFT total energy	-764.19391	Eh
orbital gap	5.068	eV
ΔE to the lowest compared entry with this formula, charge and spin	49.8	kcal/mol
molecular weight	140.228	g mol⁻¹
total charge	-1
highest occupied orbital energy	-0.0862	Eh

Each line ends with the Löwdin charge.
Cartesian coordinates (Å):
C  1.050  0.863  -2.425  -0.301
N  1.940  0.825  -1.225  -0.105
C  1.529  1.919  -0.294  -0.371
C  0.192  1.729  0.365  -0.723
S  -1.001  3.111  -0.134  -0.010
C  0.026  -0.266  -2.492  -0.108
H  1.706  0.851  -3.265  0.069
H  0.641  1.891  -2.498  0.095
H  1.791  -0.083  -0.753  0.083
H  2.258  1.819  0.599  0.104
H  1.908  2.863  -0.642  0.078
H  -0.355  0.827  0.083  0.010
H  0.013  1.656  1.438  0.004
H  -0.244  -0.540  -3.535  0.066
H  -0.959  -0.034  -2.097  0.056
H  0.418  -1.095  -1.904  0.057
H  -0.136  -5.451  2.975  0.030
H  -1.302  -5.035  1.928  0.029
O  -0.577  -5.618  2.140  -0.059
H  -3.473  0.012  4.491  0.028
H  -2.411  0.215  3.454  0.037
O  -3.012  -0.461  3.788  -0.070

***

[10]
Here is a 3-piece molecular cluster, C4H14NO3 overall in a non-equilibrium geometry from the Open Molecules 2025 dataset. Energies are from ωB97M-V/def2-TZVPD.

Properties
DFT total energy	-441.23077	Eh
orbital gap	7.152	eV
ΔE to the lowest compared entry with this formula, charge and spin	55.2	kcal/mol
molecular weight	124.160	g mol⁻¹
total charge	-1
highest occupied orbital energy	-0.1243	Eh

Each line ends with the Löwdin charge.
Cartesian coordinates (Å):
C  -1.261  1.859  0.180  -0.084
C  -0.097  0.866  0.397  -0.487
C  0.093  0.177  1.740  -0.093
N  0.149  0.033  -0.813  -0.057
C  -1.039  -0.928  -1.158  -0.429
O  -0.506  -2.195  -1.071  -0.356
H  -2.135  1.243  0.249  0.048
H  -1.151  2.460  1.028  0.024
H  -1.088  2.728  -0.568  0.106
H  0.763  1.602  0.391  0.117
H  -0.750  -0.466  1.929  0.054
H  1.029  -0.301  1.803  0.053
H  -0.132  0.865  2.599  0.081
H  0.882  -0.773  -0.695  0.115
H  -1.941  -0.784  -0.430  0.101
H  -1.240  -0.667  -2.192  0.064
H  1.932  0.935  -2.394  0.001
H  2.876  -0.135  -1.963  0.007
O  2.854  0.689  -2.429  -0.074
H  0.242  -2.342  0.352  -0.085
H  -0.079  -2.393  1.833  -0.022
O  0.598  -2.473  1.212  -0.086

***

[11]
Here is C4H14NO3 as an isolated structure in a non-equilibrium geometry from the Open Molecules 2025 dataset. Energies are from ωB97M-V/def2-TZVPD.

Properties
DFT total energy	-441.24658	Eh
orbital gap	8.552	eV
ΔE to the lowest compared entry with this formula, charge and spin	45.3	kcal/mol
molecular weight	124.160	g mol⁻¹
total charge	-1
highest occupied orbital energy	-0.1650	Eh

Each line ends with the Löwdin charge.
Cartesian coordinates (Å):
C  0.920  1.950  0.143  -0.117
N  0.262  1.730  -1.195  -0.120
C  -0.095  0.341  -1.436  -0.280
C  -1.426  -0.206  -0.917  -0.162
C  -1.860  0.178  0.607  -0.388
O  -0.797  0.126  1.407  -0.249
H  1.461  1.054  0.348  0.067
H  0.225  2.096  0.881  0.011
H  1.392  3.011  0.023  0.093
H  -0.574  2.248  -1.053  0.065
H  0.789  -0.273  -1.143  0.113
H  -0.076  0.198  -2.497  0.077
H  -2.313  -0.026  -1.641  0.108
H  -1.286  -1.266  -0.904  0.065
H  -2.170  1.200  0.803  0.079
H  -2.712  -0.512  0.877  0.093
H  0.171  -2.188  1.839  -0.020
H  -0.169  -0.923  1.167  0.040
O  0.419  -2.011  0.954  -0.241
H  1.912  -2.126  0.894  -0.060
H  3.011  -2.378  -0.037  -0.030
O  2.916  -2.223  0.880  -0.142

***

[12]
Here is a 3-piece molecular cluster, C4H14NO3 overall from the Open Molecules 2025 dataset. Energies are from ωB97M-V/def2-TZVPD.

Properties
DFT total energy	-441.03203	Eh
orbital gap	10.566	eV
ΔE to the lowest compared entry with this formula, charge and spin	16.5	kcal/mol
molecular weight	124.160	g mol⁻¹
total charge	+1
highest occupied orbital energy	-0.5143	Eh

Each line ends with the Löwdin charge.
Cartesian coordinates (Å):
O  -2.253  -1.489  0.871  0.124
C  -1.757  -0.587  0.266  -0.220
C  -0.395  -0.026  0.702  -0.253
C  -0.295  1.487  0.719  -0.203
C  -1.359  2.069  1.657  -0.072
N  0.661  -0.635  -0.201  0.216
H  -2.271  -0.092  -0.580  0.151
H  -0.189  -0.410  1.698  0.163
H  -0.390  1.947  -0.268  0.125
H  0.686  1.753  1.119  0.124
H  -2.334  1.597  1.532  0.080
H  -1.087  2.010  2.711  0.088
H  -1.432  3.145  1.515  0.086
H  1.527  -0.079  -0.272  0.113
H  0.378  -0.758  -1.179  0.149
H  0.919  -1.563  0.141  0.163
H  -0.081  -3.979  -1.426  0.065
H  0.132  -3.007  -2.525  0.056
O  -0.224  -3.045  -1.628  -0.047
H  3.625  -0.014  -1.225  0.069
H  3.179  1.004  -2.252  0.069
O  2.956  0.673  -1.375  -0.046